Density functional theory data (ωB97M-V with the def2-TZVPD basis set) for the molecule C20H28N4O6S in a non-equilibrium geometry.

Frontier orbital gap: 9.0 eV
Calculated total energy: -50274.60194 eV
Structure (SMILES): CCOc1cc(C(=O)NCc2nnc(SCC(=O)OC)n2C)cc(OCC)c1OCC
Multiplicity: 1
E_LUMO: 0.61 eV
E_HOMO: -8.36 eV
ΔE to the lowest compared entry with this formula, charge and spin: 230.93 kJ/mol

Each line ends with the Mulliken charge.
Positions of all 59 atoms, in Å:
C1 4.04 -1.23 -0.50  -0.5458
C2 3.47 -1.67 -1.85  -0.5429
O1 2.30 -2.44 -1.72  -0.4745
C3 1.09 -1.84 -1.53  0.3860
C4 0.89 -0.47 -1.43  -0.8978
C5 -0.40 0.02 -1.23  -0.1574
C6 -0.71 1.46 -1.07  0.2752
O2 -1.72 1.85 -0.50  -0.7545
N1 0.17 2.32 -1.64  -0.1058
C7 0.08 3.75 -1.37  -1.1583
C8 0.58 4.03 0.00  0.8232
N2 1.83 3.90 0.37  -0.5623
N3 1.90 4.10 1.69  -0.4158
C9 0.69 4.34 2.12  0.1302
S1 0.21 4.60 3.78  -0.2201
C10 -0.42 2.92 4.16  -0.5989
C11 0.65 1.91 3.81  0.5686
O3 1.47 1.49 4.57  -0.5853
O4 0.54 1.57 2.52  -0.1874
C12 1.55 0.72 1.99  -0.7986
N4 -0.20 4.32 1.08  0.3016
C13 -1.61 4.53 1.11  -0.9069
C14 -1.47 -0.86 -1.13  -0.4146
C15 -1.29 -2.23 -1.26  0.5492
O5 -2.30 -3.15 -1.20  -0.3943
C16 -3.65 -2.71 -1.14  -0.5422
C17 -4.17 -2.19 -2.48  -1.0831
C18 0.01 -2.74 -1.45  0.7834
O6 0.32 -4.05 -1.63  -0.5847
C19 -0.23 -5.03 -0.76  -0.2584
C20 0.12 -4.76 0.70  -1.0874
H1 3.36 -0.58 0.03  -0.1454
H2 4.22 -2.11 0.12  0.3184
H3 4.98 -0.71 -0.65  0.3957
H4 3.31 -0.81 -2.51  0.3844
H5 4.18 -2.35 -2.34  0.3633
H6 1.73 0.20 -1.45  0.3554
H7 1.05 1.98 -1.97  0.2427
H8 -0.97 4.04 -1.46  0.3749
H9 0.68 4.28 -2.11  0.4795
H10 -1.33 2.74 3.58  0.2903
H11 -0.62 2.92 5.23  0.4537
H12 2.32 1.34 1.52  0.3542
H13 1.99 0.12 2.78  0.4845
H14 1.06 0.09 1.24  0.1054
H15 -1.91 4.76 2.14  0.3834
H16 -1.88 5.37 0.47  0.3447
H17 -2.12 3.62 0.77  0.2633
H18 -2.44 -0.43 -0.96  0.6693
H19 -3.78 -1.96 -0.35  0.3717
H20 -4.20 -3.61 -0.85  0.3847
H21 -3.62 -1.31 -2.79  0.3157
H22 -4.04 -2.96 -3.24  0.3406
H23 -5.22 -1.95 -2.39  0.3798
H24 0.22 -5.96 -1.10  0.3914
H25 -1.32 -5.09 -0.88  0.2050
H26 -0.36 -3.85 1.04  0.2590
H27 -0.23 -5.59 1.32  0.4020
H28 1.19 -4.66 0.81  0.2919



Density functional theory data (ωB97M-V with the def2-TZVPD basis set) for a structure of composition C20H28NO2PdSe in a non-equilibrium geometry.

Frontier orbital gap (spin up / spin down): 4.7 / 6.3 eV
Calculated total energy: -95589.10931 eV
Multiplicity: 5
Charge: +1
E_LUMO (spin up / spin down): -4.06 / -5.48 eV
E_HOMO (spin up / spin down): -8.75 / -11.75 eV
ΔE to the lowest compared entry with this formula, charge and spin: 94.56 kJ/mol

Each line ends with the Mulliken spin population.
Positions of all 53 atoms, in Å:
O1 3.46 -0.14 -2.23  0.0086
C1 2.27 0.30 -3.04  -0.0300
C2 2.01 -1.08 -3.63  0.0169
H1 2.54 1.01 -3.82  -0.0050
H2 1.46 0.68 -2.39  0.0303
C3 3.18 -1.49 -2.72  -0.0222
H3 2.25 -1.11 -4.68  -0.0039
H4 1.02 -1.50 -3.42  -0.0035
C4 4.44 -1.88 -3.45  -0.0014
H5 4.65 -1.10 -4.18  -0.0001
H6 4.35 -2.87 -3.93  0.0003
H7 5.24 -1.91 -2.70  0.0004
C5 2.82 -2.54 -1.68  0.0303
H8 1.77 -2.49 -1.36  -0.0050
H9 3.49 -2.50 -0.81  -0.0089
H10 2.95 -3.52 -2.16  -0.0002
Pd1 -1.48 0.40 -1.57  0.8618
C6 -1.57 -1.19 -0.24  0.2296
C7 -2.84 -0.55 -0.33  0.1787
C8 -3.26 -0.62 -1.70  0.1924
H11 -3.36 -0.08 0.50  0.0506
C9 -2.25 -1.31 -2.45  0.1903
C10 -1.19 -1.66 -1.54  0.1813
H12 -0.30 -2.25 -1.79  0.0271
H13 -1.00 -1.34 0.68  0.0147
H14 -4.14 -0.16 -2.11  0.0445
H15 -2.25 -1.52 -3.52  0.0354
C11 0.64 0.96 2.00  -0.0458
C12 1.19 -0.46 1.90  0.6351
C13 2.27 -0.49 1.07  0.3171
H16 0.73 -1.29 2.44  -0.0108
C14 2.42 0.82 0.43  0.2713
C15 1.46 1.67 0.94  0.6255
H17 1.23 2.69 0.66  0.0108
H18 0.77 1.38 3.01  0.0654
H19 2.95 -1.32 0.92  0.0270
H20 3.19 1.04 -0.31  0.0250
O2 1.32 0.82 -5.90  0.0017
C16 2.18 0.08 -6.82  0.0003
C17 2.53 0.89 -8.08  0.0000
H21 1.65 -0.85 -7.10  0.0001
H22 3.07 -0.25 -6.27  0.0002
C18 1.72 2.18 -7.93  0.0000
H23 2.24 0.33 -8.97  0.0000
H24 3.61 1.09 -8.11  0.0001
C19 0.99 2.05 -6.57  -0.0006
H25 0.99 2.26 -8.74  0.0001
H26 2.37 3.07 -7.92  -0.0001
H27 -0.10 2.11 -6.70  -0.0001
H28 1.25 2.88 -5.90  0.0000
Se1 -3.32 1.10 3.20  0.0210
C20 -1.82 1.04 2.34  0.0269
N1 -0.81 1.02 1.65  0.0165



Density functional theory data (ωB97M-V with the def2-TZVPD basis set) for a cluster of 2 separate species, C20H29BN3O9P in total in a non-equilibrium geometry.

Frontier orbital gap: 6.7 eV
Calculated total energy: -54074.52142 eV
Structure (SMILES): [H]/N=C(/C)C[C@@]1(B(N)O)[C@@H](P(C)O)C(=O)O[C@@]1(CC(=O)OC(C)=O)NCC.O=C1C=CC(=O)C=C1
Multiplicity: 1
E_LUMO: -1.96 eV
E_HOMO: -8.67 eV

Each line ends with the Mulliken charge.
Positions of all 63 atoms, in Å:
H1 -2.52 -2.06 0.48  0.3387
N1 -3.40 -1.56 0.33  -0.7461
C1 -3.18 -0.31 0.34  -0.1585
C2 -4.34 0.61 0.13  -1.2641
C3 -1.82 0.31 0.56  -1.1780
C4 -0.83 0.23 -0.60  1.3074
B1 -0.12 -1.19 -0.74  1.3817
N2 0.24 -2.03 0.38  -0.5715
O1 0.20 -1.67 -1.99  -0.7757
C5 -1.39 0.67 -1.96  0.2328
P1 -2.63 -0.44 -2.81  0.1605
C6 -1.71 -1.00 -4.31  -1.1783
O2 -3.73 0.61 -3.47  -0.5505
C7 -1.74 2.12 -1.60  0.2875
O3 -2.70 2.82 -1.85  -0.5871
O4 -0.66 2.55 -0.88  -0.5063
C8 0.17 1.43 -0.43  -0.1792
C9 1.43 1.36 -1.30  -0.7438
C10 1.66 2.64 -2.07  -0.0617
O5 2.06 3.66 -1.60  -0.5148
O6 1.44 2.47 -3.45  -0.3707
C11 0.40 3.17 -4.00  0.9072
C12 -0.10 2.56 -5.27  -0.9779
O7 -0.06 4.18 -3.54  -0.5066
N3 0.58 1.85 0.88  0.0160
C13 1.22 0.84 1.69  0.0832
C14 2.21 1.54 2.63  -1.4443
H2 -4.57 0.62 -0.93  0.2142
H3 -5.21 0.26 0.66  0.4445
H4 -4.10 1.61 0.43  0.2838
H5 -1.42 -0.17 1.45  0.6673
H6 -1.98 1.34 0.85  0.6554
H7 0.07 -1.59 1.28  0.1236
H8 1.23 -2.19 0.34  0.2507
H9 0.01 -2.61 -2.01  0.2552
H10 -0.61 0.83 -2.70  -0.2797
H11 -0.72 -0.56 -4.40  0.3427
H12 -1.66 -2.07 -4.26  0.3532
H13 -2.27 -0.71 -5.19  0.4430
H14 -3.37 1.00 -4.26  0.3040
H15 2.31 1.25 -0.70  0.6602
H16 1.40 0.56 -2.03  0.3628
H17 -0.99 1.99 -5.06  0.0324
H18 0.62 1.88 -5.70  0.3384
H19 -0.32 3.37 -5.94  0.3947
H20 -0.16 2.33 1.36  0.4179
H21 0.55 0.26 2.31  0.2096
H22 1.81 0.17 1.08  0.1479
H23 2.40 0.98 3.52  0.3127
H24 3.13 1.77 2.10  0.3297
H25 1.78 2.49 2.92  0.3617
O8 1.20 -1.04 4.30  -0.5149
C15 1.85 -2.02 4.60  0.4439
C16 2.95 -1.94 5.58  -0.2991
C17 3.66 -3.02 5.91  -0.4074
C18 3.38 -4.34 5.29  0.3208
O9 4.03 -5.32 5.59  -0.5350
C19 2.28 -4.42 4.31  -0.4310
C20 1.57 -3.35 3.98  -0.2976
H26 3.13 -0.97 6.02  0.4320
H27 4.47 -2.98 6.62  0.4053
H28 2.09 -5.39 3.87  0.4244
H29 0.76 -3.38 3.26  0.4330



Density functional theory data (ωB97M-V with the def2-TZVPD basis set) for the molecule C20H29ClN2O4S.

Frontier orbital gap: 9.4 eV
Calculated total energy: -55738.99493 eV
Structure (SMILES): CCOc1ccc(S(=O)(=O)N2CCC(C(=O)N3CCCCCC3)CC2)cc1Cl
Multiplicity: 1
E_LUMO: 0.58 eV
E_HOMO: -8.80 eV
ΔE to the lowest compared entry with this formula, charge and spin: 2.69 kJ/mol

Each line ends with the Mulliken charge.
Positions of all 57 atoms, in Å:
C1 1.11 4.04 -1.81  -0.9184
C2 2.59 4.03 -1.47  -0.4477
O1 2.87 3.26 -0.31  -0.4935
C3 2.79 1.91 -0.37  0.5717
C4 2.71 1.15 -1.53  -0.2257
C5 2.62 -0.23 -1.46  -0.9196
C6 2.64 -0.86 -0.24  -0.1389
S1 2.25 -2.61 -0.14  1.2734
O2 2.66 -3.26 -1.35  -0.7307
O3 2.69 -3.13 1.12  -0.7294
N1 0.58 -2.61 -0.12  -0.0870
C7 0.01 -1.98 1.06  -0.5935
C8 -1.47 -2.32 1.15  -1.1972
C9 -2.21 -1.82 -0.10  0.5181
C10 -2.23 -0.29 -0.12  0.2398
O4 -1.36 0.35 -0.70  -0.7491
N2 -3.21 0.33 0.57  0.4327
C11 -4.34 -0.32 1.20  -1.1573
C12 -5.47 -0.61 0.20  -0.4301
C13 -6.24 0.64 -0.22  -0.8784
C14 -5.34 1.76 -0.76  -0.6106
C15 -4.53 2.45 0.33  -0.6781
C16 -3.18 1.78 0.61  -0.8634
C17 -1.53 -2.42 -1.34  -1.6423
C18 -0.03 -2.16 -1.35  -0.3190
C19 2.75 -0.14 0.93  -0.5622
C20 2.84 1.24 0.86  0.3961
Cl1 2.98 2.17 2.30  -0.2249
H1 0.94 4.65 -2.70  0.3952
H2 0.75 3.03 -2.00  0.2557
H3 0.54 4.45 -0.98  0.2978
H4 3.19 3.69 -2.32  0.3173
H5 2.92 5.04 -1.20  0.3408
H6 2.69 1.62 -2.50  0.3329
H7 2.56 -0.83 -2.36  0.4694
H8 0.56 -2.38 1.91  0.5573
H9 0.14 -0.89 1.02  0.2833
H10 -1.59 -3.40 1.22  0.4493
H11 -1.88 -1.86 2.05  0.4058
H12 -3.24 -2.20 -0.08  0.5011
H13 -4.02 -1.25 1.67  0.3815
H14 -4.71 0.34 1.99  0.5512
H15 -5.04 -1.08 -0.69  0.2970
H16 -6.16 -1.32 0.65  0.3614
H17 -6.95 0.35 -0.99  0.3634
H18 -6.80 1.02 0.63  0.3366
H19 -4.67 1.36 -1.52  0.2910
H20 -5.98 2.50 -1.25  0.3571
H21 -4.32 3.48 0.04  0.3969
H22 -5.13 2.49 1.24  0.3838
H23 -2.45 2.09 -0.14  0.4913
H24 -2.82 2.10 1.60  0.1918
H25 -1.96 -1.99 -2.25  0.4254
H26 -1.71 -3.50 -1.34  0.4252
H27 0.45 -2.72 -2.16  0.5262
H28 0.15 -1.08 -1.50  0.2367
H29 2.77 -0.65 1.88  0.5428